Entry 1:
The following is a quantum chemistry calculation of a 6-piece molecular cluster, C17H29ClFN2O20PS5 overall at a distorted geometry, from the Open Molecules 2025 dataset.

Geometry as XYZ:
```
76
Properties=species:S:1:pos:R:3
C 1.03 1.75 0.02
C 0.22 1.89 -1.29
P -0.61 0.34 -1.93
C 0.19 -1.17 -1.20
C -2.40 0.34 -1.28
C -3.07 1.32 -2.15
N -3.51 2.18 -2.76
C -2.63 0.84 0.18
F -2.59 2.20 0.25
Cl -1.58 0.10 1.38
C -4.03 0.45 0.57
N -5.05 0.04 0.88
H 1.83 2.49 -0.01
H 0.44 1.98 0.90
H 1.52 0.79 0.16
H -0.57 2.64 -1.19
H 0.90 2.26 -2.05
H -0.41 -1.65 -0.43
H 1.23 -0.99 -0.92
H 0.22 -1.87 -2.04
H -2.88 -0.62 -1.48
O -1.04 -3.42 1.52
S -1.97 -4.39 1.98
O -1.97 -5.72 1.47
O -3.44 -3.78 1.85
C -4.09 -3.78 3.13
C -2.96 -3.67 4.13
O -1.91 -4.47 3.57
H -4.62 -4.73 3.24
H -4.80 -2.96 3.20
H -3.24 -4.04 5.12
H -2.60 -2.64 4.21
O 2.44 -9.48 -0.51
S 1.29 -9.93 0.18
O 0.78 -11.24 0.01
O 0.11 -8.87 -0.06
C -0.37 -8.37 1.19
C 0.83 -8.44 2.11
O 1.48 -9.66 1.75
H -1.18 -9.01 1.54
H -0.74 -7.35 1.08
H 0.55 -8.46 3.16
H 1.52 -7.62 1.94
O 2.66 0.91 5.08
S 2.17 1.95 4.25
O 2.62 2.13 2.92
O 2.32 3.34 5.05
C 1.04 3.97 5.17
C 0.04 2.83 5.18
O 0.57 1.89 4.23
H 0.89 4.62 4.31
H 1.00 4.56 6.08
H -0.96 3.14 4.89
H 0.00 2.34 6.16
O 2.77 1.94 -4.52
S 2.31 2.39 -5.78
O 3.19 2.60 -6.87
O 1.41 3.71 -5.57
C 0.10 3.49 -6.10
C -0.14 2.00 -5.96
O 1.13 1.41 -6.27
H 0.09 3.79 -7.15
H -0.63 4.08 -5.54
H -0.90 1.64 -6.64
H -0.40 1.72 -4.94
O 4.12 5.02 -3.28
S 2.76 5.05 -2.88
O 1.78 4.22 -3.45
O 2.27 6.58 -2.92
C 1.80 6.99 -1.63
C 2.59 6.15 -0.65
O 2.70 4.87 -1.28
H 0.73 6.76 -1.57
H 1.96 8.05 -1.49
H 2.10 6.06 0.31
H 3.60 6.55 -0.51
```

The value obtained for the orbital gap is 8.58 eV. The HOMO energy is -8.69 eV. As for the SMILES: CCP(C)[C@H](C#N)[C@](F)(Cl)C#N.O=S1(=O)OCCO1.O=S1(=O)OCCO1.O=S1(=O)OCCO1.O=S1(=O)OCCO1.O=S1(=O)OCCO1.


Entry 2:
The following is a quantum chemistry calculation of C42H33F10IrN3OSTe as an isolated structure, from the Open Molecules 2025 dataset.

Geometry as XYZ:
```
92
Properties=species:S:1:pos:R:3
Ir 0.24 -2.30 1.17
N 2.08 -4.71 1.97
C 2.88 -3.60 1.80
C 4.23 -3.68 2.01
C 5.03 -2.52 1.78
C 4.49 -1.38 1.33
C 3.04 -1.29 1.05
N 2.26 -2.46 1.33
H 2.48 -5.42 2.56
H 1.10 -4.57 2.15
H 4.66 -4.61 2.33
H 6.09 -2.57 1.98
H 5.08 -0.49 1.15
H 2.84 -0.96 0.02
F -0.77 -4.67 2.93
C -0.93 -3.51 3.61
C -0.55 -2.31 3.02
C -0.75 -1.18 3.81
F -0.42 0.04 3.38
C -1.31 -1.24 5.08
F -1.49 -0.12 5.79
C -1.69 -2.46 5.61
F -2.23 -2.53 6.83
C -1.49 -3.61 4.87
F -1.84 -4.80 5.37
F -6.37 -2.38 4.00
C -5.34 -2.52 3.17
C -4.59 -1.41 2.81
F -4.90 -0.21 3.29
C -3.53 -1.56 1.94
F -2.83 -0.46 1.61
C -3.16 -2.80 1.42
S -1.79 -2.98 0.32
C -3.94 -3.89 1.80
F -3.65 -5.11 1.34
C -5.01 -3.76 2.66
F -5.74 -4.83 3.00
C -3.43 4.81 -4.96
C -2.85 3.71 -4.12
C -3.07 3.65 -2.75
C -2.53 2.64 -1.96
C -2.80 2.64 -0.48
C -1.74 1.66 -2.57
Te -0.90 0.15 -1.33
N 0.49 -0.40 0.81
C 1.39 0.34 1.35
O 2.54 -0.13 1.83
C 1.23 1.80 1.47
C 2.34 2.63 1.43
C 2.19 4.00 1.52
C 0.92 4.55 1.67
C -0.19 3.73 1.73
C -0.04 2.35 1.63
C 1.05 0.28 -2.10
C 1.73 1.50 -2.18
C 1.11 2.84 -1.85
C 3.05 1.49 -2.62
C 3.70 0.33 -2.98
C 5.14 0.33 -3.42
C 2.99 -0.87 -2.91
C 1.68 -0.92 -2.47
C 0.98 -2.25 -2.41
C -1.54 1.67 -3.96
C -0.77 0.60 -4.69
C -2.10 2.70 -4.70
H -3.96 5.54 -4.34
H -4.13 4.41 -5.69
H -2.65 5.34 -5.50
H -3.68 4.42 -2.28
H -3.54 3.39 -0.22
H -1.88 2.87 0.08
H -3.17 1.68 -0.13
H 3.33 2.19 1.33
H 3.06 4.65 1.48
H 0.81 5.63 1.75
H -1.17 4.16 1.88
H -0.89 1.69 1.71
H 0.37 2.77 -1.05
H 0.60 3.25 -2.73
H 1.87 3.54 -1.53
H 3.58 2.44 -2.67
H 5.52 1.35 -3.50
H 5.25 -0.15 -4.39
H 5.76 -0.21 -2.70
H 3.49 -1.80 -3.19
H 1.65 -3.05 -2.70
H 0.10 -2.28 -3.06
H 0.63 -2.48 -1.40
H -0.89 -0.38 -4.23
H 0.30 0.82 -4.72
H -1.13 0.52 -5.72
H -1.95 2.71 -5.78
```

The value obtained for the orbital gap (alpha / beta) is 5.98 / 4.15 eV. As for the spin multiplicity: 2. The HOMO energy (alpha / beta) is -6.72 / -6.72 eV. The calculation puts the energy above the lowest of the compared OMol25 structures with the same formula, charge and spin at 2.048 eV.